C12H19N4O8PPtTe | ωB97M-V/def2-TZVPD

Atoms and positions in Å:
Pt1 0.883 0.101 -0.899
O1 -0.476 0.955 -3.711
C1 -1.485 -0.026 -3.786
C2 -0.783 -1.358 -3.942
N1 -0.008 -1.743 -2.752
C3 1.327 -2.231 -3.073
C4 2.391 -1.116 -3.074
O2 3.279 -1.157 -3.890
O3 2.398 -0.230 -2.092
C5 -0.799 -2.516 -1.829
C6 -0.179 -2.527 -0.453
O4 -0.940 -3.103 0.458
O5 0.893 -2.010 -0.173
H1 -0.854 1.816 -3.510
H2 -2.125 0.131 -4.663
H3 -2.126 -0.026 -2.894
H4 -0.105 -1.276 -4.791
H5 -1.519 -2.139 -4.179
H6 1.354 -2.707 -4.055
H7 1.659 -2.964 -2.337
H8 -1.002 -3.556 -2.131
H9 -1.767 -2.024 -1.708
N2 0.676 2.073 -0.870
C7 0.553 3.024 -0.196
N3 0.471 4.049 0.531
C8 -0.264 5.125 0.360
N4 -0.870 6.108 0.278
C9 2.690 1.236 2.090
C10 1.904 0.129 2.745
O6 0.481 0.467 2.757
P1 -0.682 -0.181 1.946
O7 -0.768 0.126 0.496
Te1 -0.554 -2.636 2.384
O8 -1.976 0.334 2.653
C11 -2.223 0.169 4.069
C12 -1.915 1.448 4.811
H10 3.754 1.041 2.229
H11 2.450 2.198 2.544
H12 2.484 1.289 1.022
H13 2.167 0.013 3.795
H14 2.035 -0.828 2.239
H15 -1.634 -0.671 4.455
H16 -3.273 -0.106 4.143
H17 -0.898 1.779 4.607
H18 -2.022 1.283 5.883
H19 -2.601 2.238 4.511

For the frontier orbital gap, the calculation gives 6.269 eV. The value obtained for the energy above the lowest of the compared OMol25 structures with the same formula, charge and spin is 145.0 kJ/mol. Its largest force on an atom is 1.691 eV/Å. The LUMO energy is -2.00 eV. Its total energy is -54920.8328 eV.